The following is a DFT calculation (ωB97M-V with the def2-TZVPD basis set) of a 2-piece molecular cluster, C5H12N2O overall at a distorted geometry.

Last column: Löwdin spin population.
Geometry (Å):
O1 -1.238 1.315 1.381  0.064
C1 -0.068 1.702 1.723  -0.001
C2 1.096 1.062 1.403  0.067
C3 1.171 -0.323 0.791  0.001
C4 0.095 -0.850 -0.206  -0.031
C5 -0.471 0.177 -1.343  0.004
N1 -1.975 0.228 -1.395  0.006
N2 1.279 -2.689 -1.650  0.839
H1 0.173 2.772 2.055  -0.004
H2 2.025 1.595 1.543  0.003
H3 2.119 -0.226 0.277  -0.007
H4 1.186 -1.038 1.542  0.002
H5 0.596 -1.644 -0.855  -0.006
H6 -0.648 -1.372 0.358  -0.004
H7 -0.130 1.209 -1.151  0.002
H8 -0.157 -0.181 -2.395  0.001
H9 -2.244 0.091 -0.397  -0.001
H10 -2.155 1.256 -1.520  0.001
H11 1.041 -3.320 -2.378  0.035
H12 2.035 -3.046 -1.016  0.027

Calculated values
E in eV: -10392.2893
Lowest unoccupied orbital energy (alpha / beta) in Eh: -0.3251 / -0.3098
F_max in eV/A: 6.59
HOMO (alpha / beta) in eV: -13.1 / -13.1
Charge: +1
Multiplicity: 2
⟨S²⟩: 0.86
Energy relative to the best compared isomer or geometry (same formula, charge and spin) in kcal/mol: 161.7

---

The following is a DFT calculation (ωB97M-V with the def2-TZVPD basis set) of an isolated ion of composition C6H12NS and charge +1 at a distorted geometry.

Last column: natural (NBO) charge in e.
Geometry (Å):
C1 -1.776 -0.296 -0.247  -0.711
C2 -0.479 0.517 -0.500  0.117
C3 -0.591 1.457 -1.682  -0.709
N1 0.779 -0.347 -0.690  -0.539
C4 1.152 -1.290 0.389  -0.271
C5 1.097 -0.766 1.792  -0.257
C6 0.679 0.411 2.161  -0.373
S1 0.014 1.674 1.172  0.293
H1 -1.702 -0.900 0.749  0.248
H2 -2.084 -1.043 -1.067  0.251
H3 -2.756 0.350 -0.119  0.286
H4 0.281 2.117 -1.803  0.242
H5 -1.592 2.112 -1.612  0.277
H6 -0.684 1.045 -2.712  0.253
H7 1.586 0.205 -0.845  0.437
H8 0.878 -0.957 -1.536  0.444
H9 2.177 -1.544 0.330  0.247
H10 0.537 -2.140 0.446  0.243
H11 1.583 -1.371 2.528  0.249
H12 0.900 0.768 3.248  0.274

Calculated values
E in eV: -18733.4063
Lowest unoccupied orbital energy in Eh: -0.1252
F_max in eV/A: 3.26
HOMO in eV: -12.7
Charge: +1
Multiplicity: 1
Energy relative to the best compared isomer or geometry (same formula, charge and spin) in kcal/mol: 42.6
SMILES string: CC1(C)[NH2+]CC=CS1

---

The following is a DFT calculation (ωB97M-V with the def2-TZVPD basis set) of a single C3H5NO2 molecule.

Last column: natural (NBO) charge in e.
Geometry (Å):
C1 0.035 -0.068 -1.715  -0.723
C2 -0.507 0.194 -0.343  0.512
O1 -1.470 0.893 -0.107  -0.525
C3 0.255 -0.453 0.832  0.565
N1 0.182 0.295 1.956  -0.802
O2 0.850 -1.508 0.712  -0.588
H1 -0.690 0.231 -2.474  0.238
H2 0.941 0.540 -1.833  0.245
H3 0.335 -1.111 -1.827  0.257
H4 -0.473 1.062 1.977  0.416
H5 0.542 -0.075 2.822  0.406

Calculated values
E in eV: -8777.5091
Lowest unoccupied orbital energy in Eh: 0.0143
F_max in eV/A: 0.51
HOMO in eV: -9.7
Charge: 0
Multiplicity: 1
Energy relative to the best compared isomer or geometry (same formula, charge and spin) in kcal/mol: 4.3
SMILES string: CC(=O)C(N)=O